1.
DFT (the ωB97M-V functional and the def2-TZVPD basis) results for a structure of composition C28H37BrCl3GeIrN3Si.

Summary:
**Frontier orbital gap (alpha / beta)**: 0.2685 / 0.2006 Ha
**E_LUMO (alpha / beta)**: -7.24 / -9.03 eV

Structure (ORCA input):
```
! wB97M-V def2-TZVPD RIJCOSX def2/J DEFGRID3
* xyz 2 6
Ir 1.721 0.668 -1.876
N -0.733 -9.371 -1.592
C -0.462 -8.257 -1.637
C -0.119 -6.862 -1.695
C -0.222 -6.077 -0.549
C 0.126 -4.739 -0.603
C 0.562 -4.176 -1.801
C 0.654 -4.964 -2.947
C 0.321 -6.307 -2.894
C 0.929 -2.736 -1.848
C 2.002 -2.328 -1.040
C 2.887 -3.218 -0.311
C 3.780 -2.446 0.347
C 3.445 -1.087 0.024
N 2.399 -1.015 -0.785
C 0.181 -1.909 -2.694
C -0.990 -2.316 -3.447
C -1.404 -1.243 -4.162
C -0.498 -0.178 -3.842
N 0.432 -0.564 -2.981
H -0.570 -6.517 0.375
H 0.039 -4.126 0.287
H 1.011 -4.539 -3.876
H 0.402 -6.928 -3.775
H 2.825 -4.294 -0.329
H 4.594 -2.756 0.981
H 3.941 -0.191 0.371
H -1.431 -3.298 -3.412
H -2.245 -1.172 -4.832
H -0.522 0.837 -4.214
C -0.546 5.031 1.970
C -1.532 3.937 1.537
C -2.254 4.440 0.279
C -2.591 3.779 2.655
Si -0.668 2.244 1.348
Br 0.455 2.661 -0.733
C -1.791 0.753 0.931
C -1.063 -0.388 0.208
C -2.361 0.196 2.256
C -2.968 1.167 0.039
C 0.781 1.890 2.545
C 1.312 0.460 2.385
C 1.973 2.840 2.373
C 0.254 2.033 3.991
H -1.099 5.966 2.086
H 0.235 5.205 1.225
H -0.070 4.823 2.925
H -2.696 5.411 0.513
H -3.062 3.788 -0.043
H -1.580 4.594 -0.565
H -3.072 4.748 2.811
H -2.163 3.480 3.612
H -3.378 3.073 2.395
H -0.252 -0.825 0.788
H -0.661 -0.054 -0.754
H -1.786 -1.182 -0.003
H -1.590 -0.192 2.919
H -3.035 -0.633 2.026
H -2.943 0.934 2.806
H -2.635 1.565 -0.923
H -3.612 1.907 0.506
H -3.585 0.286 -0.160
H 1.704 0.288 1.378
H 0.562 -0.302 2.591
H 2.129 0.307 3.095
H 2.396 2.803 1.366
H 2.758 2.536 3.070
H 1.732 3.876 2.596
H -0.551 1.334 4.221
H -0.092 3.039 4.215
H 1.073 1.819 4.684
Cl 4.797 4.326 -4.719
Ge 3.101 3.554 -3.732
Cl 1.493 3.047 -5.034
Cl 3.828 1.545 -2.920
*
```

=====

2.
DFT (the ωB97M-V functional and the def2-TZVPD basis) results for a structure of composition C17H35BNO4P2Sc.

Summary:
**Frontier orbital gap (alpha / beta)**: 0.1955 / 0.2126 Ha
**E_LUMO (alpha / beta)**: -8.15 / -7.91 eV

Structure (ORCA input):
```
! wB97M-V def2-TZVPD RIJCOSX def2/J DEFGRID3
* xyz 2 1
Sc 0.407 0.722 -0.432
P 2.199 -0.844 0.311
C 2.306 -0.884 -1.540
C 1.046 -1.375 -2.217
N -0.116 -0.849 -1.764
C -1.321 -1.225 -2.231
C -1.376 -2.184 -3.228
C -0.186 -2.690 -3.756
C 1.049 -2.263 -3.269
C -2.545 -0.590 -1.626
P -2.201 1.059 -0.804
H 2.014 -2.637 -3.624
H -2.360 -2.495 -3.589
H -0.215 -3.426 -4.557
H -3.297 -0.490 -2.423
H -2.973 -1.282 -0.881
H 2.467 0.206 -1.807
H 3.202 -1.442 -1.849
H 0.380 3.693 -1.868
O 1.608 1.732 -1.583
H 1.628 1.829 -2.583
H -0.648 2.468 -0.964
O -0.294 3.847 -1.192
H -0.016 4.230 -0.200
C -2.757 2.140 -2.154
H -3.715 1.758 -2.537
H -2.925 3.176 -1.823
H -2.045 2.138 -2.991
C -3.665 1.108 0.282
H -3.711 2.082 0.782
H -4.610 0.954 -0.261
H -3.589 0.335 1.056
C 2.184 -2.601 0.719
H 3.222 -2.954 0.568
H 1.858 -2.655 1.776
H 1.475 -3.125 0.053
C 3.854 -0.251 0.740
H 3.795 0.030 1.806
H 4.558 -1.084 0.572
H 4.114 0.629 0.126
C 0.415 1.461 4.698
C 0.105 0.028 4.267
C 0.700 -0.909 5.288
O 0.777 -0.205 3.027
B -0.141 0.092 1.998
O -1.453 0.101 2.511
C -1.409 -0.187 3.914
C -1.867 -1.624 4.122
C -2.383 0.722 4.628
H 1.501 1.615 4.701
H 0.051 1.623 5.718
H -0.033 2.216 4.040
H 1.783 -0.754 5.346
H 0.272 -0.691 6.271
H 0.519 -1.962 5.051
H -1.897 -1.843 5.195
H -2.888 -1.740 3.737
H -1.223 -2.359 3.623
H -2.185 1.782 4.442
H -3.404 0.496 4.303
H -2.323 0.531 5.705
*
```

=====

3.
DFT (the ωB97M-V functional and the def2-TZVPD basis) results for the molecule C17H27NO.

Summary:
**Frontier orbital gap**: 0.3187 Ha
**E_LUMO**: 0.79 eV
**SMILES**: CC(C)(C)c1ccc(OCCCN2CCCC2)cc1

Structure (ORCA input):
```
! wB97M-V def2-TZVPD RIJCOSX def2/J DEFGRID3
* xyz 0 1
C -4.783 -0.436 -1.022
C -3.942 -0.368 0.260
C -4.656 0.557 1.249
C -3.845 -1.763 0.893
C -2.543 0.116 -0.090
C -1.983 1.269 0.437
C -0.702 1.683 0.104
C 0.065 0.938 -0.782
O 1.327 1.240 -1.199
C 2.063 2.251 -0.546
C 2.472 1.911 0.890
C 3.632 0.899 1.038
N 3.433 -0.474 0.668
C 3.566 -0.869 -0.719
C 3.278 -2.365 -0.644
C 2.120 -2.430 0.356
C 2.313 -1.192 1.247
C -0.491 -0.219 -1.328
C -1.764 -0.616 -0.986
H -4.357 -1.132 -1.740
H -4.836 0.545 -1.490
H -5.795 -0.763 -0.790
H -4.111 0.620 2.188
H -5.648 0.164 1.461
H -4.772 1.556 0.836
H -3.236 -1.726 1.793
H -4.837 -2.123 1.161
H -3.398 -2.478 0.209
H -2.537 1.882 1.130
H -0.323 2.593 0.542
H 1.496 3.193 -0.557
H 2.954 2.383 -1.167
H 2.797 2.837 1.367
H 1.603 1.543 1.436
H 3.910 0.903 2.101
H 4.491 1.264 0.468
H 4.580 -0.650 -1.066
H 2.847 -0.376 -1.388
H 3.023 -2.795 -1.610
H 4.149 -2.884 -0.244
H 2.130 -3.354 0.932
H 1.166 -2.364 -0.166
H 2.563 -1.459 2.281
H 1.384 -0.604 1.268
H 0.099 -0.790 -2.028
H -2.153 -1.520 -1.430
*
```

=====

4.
DFT (the ωB97M-V functional and the def2-TZVPD basis) results for a structure of composition C18H13N5NiO4S.

Summary:
**Frontier orbital gap (alpha / beta)**: 0.2613 / 0.2618 Ha
**E_LUMO (alpha / beta)**: -8.15 / -8.14 eV

Structure (ORCA input):
```
! wB97M-V def2-TZVPD RIJCOSX def2/J DEFGRID3
* xyz 2 1
Ni -0.021 -1.168 -0.577
C -3.585 4.699 1.284
C -3.255 3.353 1.145
C -2.154 2.840 1.802
C -1.416 3.733 2.575
C -1.712 5.083 2.740
C -2.826 5.558 2.074
N -0.291 3.231 3.241
N 0.587 2.838 3.759
C 1.049 -2.992 0.584
C 1.681 -4.047 1.313
C 1.885 -5.302 0.853
C 1.526 -5.828 -0.423
C 0.908 -5.212 -1.469
N 0.453 -3.930 -1.601
H -4.454 5.087 0.768
H -3.857 2.702 0.526
H -1.863 1.803 1.716
H -1.100 5.721 3.361
H -3.103 6.598 2.172
H 2.005 -3.774 2.310
H 2.379 -5.995 1.525
H 1.781 -6.869 -0.591
H 0.721 -5.786 -2.367
O 0.868 -1.845 1.038
N 0.528 -3.031 -0.729
O 0.838 1.929 0.975
C 0.340 1.701 -0.099
N -0.593 0.662 -0.305
S -1.193 0.719 -1.817
O -0.810 -0.676 -2.237
O -2.563 1.052 -1.971
C -0.139 1.966 -2.440
C -0.076 2.512 -3.705
C 0.809 3.570 -3.880
C 1.568 4.059 -2.819
C 1.468 3.509 -1.547
C 0.600 2.447 -1.366
H -0.679 2.138 -4.521
H 0.907 4.023 -4.857
H 2.245 4.884 -2.992
H 2.054 3.885 -0.719
*
```

=====

5.
DFT (the ωB97M-V functional and the def2-TZVPD basis) results for a cluster of 3 separate species, C18H44N4O4P in total.

Summary:
**Frontier orbital gap (alpha / beta)**: 0.3102 / 0.3316 Ha
**E_LUMO (alpha / beta)**: 0.61 / 0.61 eV

Structure (ORCA input):
```
! wB97M-V def2-TZVPD RIJCOSX def2/J DEFGRID3
* xyz 0 2
C 3.393 0.385 -1.337
P 2.990 1.246 -2.894
O 3.352 2.775 -2.320
C 1.088 1.269 -2.896
N 0.649 1.811 -4.201
C 0.592 -0.175 -2.741
C -0.880 -0.381 -2.318
C -1.890 -0.189 -3.472
C -1.033 -1.810 -1.789
N -1.156 0.552 -1.183
O -0.743 0.110 -0.056
C -0.897 2.017 -1.367
C -1.828 2.663 -2.397
C -1.125 2.702 -0.009
C 0.583 2.171 -1.761
H 3.263 -0.688 -1.479
H 4.443 0.567 -1.102
H 2.776 0.711 -0.496
H 3.179 3.449 -2.989
H 0.705 1.079 -4.902
H 1.283 2.534 -4.529
H 1.205 -0.701 -2.011
H 0.726 -0.698 -3.697
H -2.739 0.411 -3.150
H -2.287 -1.154 -3.783
H -1.452 0.311 -4.334
H -1.122 -2.507 -2.624
H -0.183 -2.119 -1.184
H -1.932 -1.903 -1.181
H -1.682 3.743 -2.362
H -1.647 2.329 -3.413
H -2.870 2.457 -2.136
H -1.816 2.140 0.615
H -0.186 2.857 0.520
H -1.560 3.692 -0.176
H 1.190 2.011 -0.869
H 0.726 3.215 -2.056
C 2.938 4.050 4.905
C 1.887 2.986 4.608
C 1.890 2.487 3.159
O 1.339 3.392 2.221
C 2.209 4.406 1.758
N 0.576 3.475 5.036
H 2.633 5.026 4.525
H 3.071 4.151 5.981
H 3.902 3.795 4.460
H 2.120 2.110 5.223
H 1.258 1.598 3.101
H 2.904 2.196 2.849
H 3.240 4.045 1.691
H 2.184 5.293 2.396
H 1.873 4.690 0.760
H -0.108 2.728 4.974
H 0.265 4.179 4.373
C -3.442 -4.707 0.693
C -2.667 -5.768 -0.081
C -2.125 -6.908 0.788
O -1.006 -6.567 1.582
C -1.298 -5.938 2.813
N -1.623 -5.109 -0.868
H -2.769 -4.035 1.227
H -4.025 -4.097 0.004
H -4.124 -5.158 1.416
H -3.360 -6.235 -0.790
H -1.777 -7.706 0.128
H -2.922 -7.322 1.420
H -2.215 -6.342 3.256
H -1.405 -4.855 2.710
H -0.466 -6.140 3.486
H -1.186 -5.779 -1.493
H -0.885 -4.817 -0.233
*
```

=====

| no. | strongest force on any atom (eV/Å) | total energy (hartree) |
| --- | --- | --- |
| 1 | 0.77 | -7678.21726 |
| 2 | 4.40 | -2492.24950 |
| 3 | 0.59 | -793.95364 |
| 4 | 0.09 | -3174.29179 |
| 5 | 0.54 | -1573.47307 |